C57H69BBrF20N3O14S | wB97M-V/def2-TZVPD

## Properties
* maximum force: 9.994 eV Å⁻¹
* charge: 0
* energy relative to the best compared isomer or geometry (same formula, charge and spin): 3125.8 kJ/mol
* Kohn-Sham gap: 0.2475 Ha
* SMILES: C#CCCCc1c(CCCCN)c(CC(C)C)c([C@@H](Br)CC)c2c1Sc1c(c(F)c(B(O)O)c(F)c1-c1ccccn1)N2.CCOC(=O)C(F)(F)F.CCOC(=O)C(F)(F)F.CCOC(=O)C(F)(F)F.CCOC(=O)C(F)(F)F.CCOC(=O)C(F)(F)F.CCOC(=O)C(F)(F)F

The geometry in XYZ format:
```
166
Properties=species:S:1:pos:R:3:lowdin_charge:R:1
C -2.42026 -4.68025 1.33230 0.0550
C -2.42073 -3.28995 1.65695 -0.0959
C -2.26272 -1.62522 1.63634 -0.2041
C -1.12521 -1.26200 2.78773 -0.2273
C -1.00926 0.33710 3.13217 -0.1935
C 0.40417 1.03525 2.57788 -0.0769
C 0.41988 2.03289 1.27553 -0.0505
C -1.00205 2.30248 0.49537 -0.1714
C -1.68957 3.76663 0.83917 -0.2170
C -2.67025 3.73845 2.15991 -0.1983
C -3.40426 5.23867 2.20552 -0.2753
N -4.36653 5.44895 1.03473 -0.0630
C 1.88279 2.70647 0.82591 -0.0489
C 1.82822 3.67039 -0.51271 -0.1391
C 1.83594 2.66730 -1.81572 -0.3718
C 2.33355 1.11925 -1.45945 -0.1100
C 2.73666 3.20854 -3.08649 -0.1222
C 3.27454 2.37469 1.68361 -0.0787
C 4.68288 3.10370 1.18172 -0.6135
Br 5.22784 4.32100 2.72586 0.5923
C 5.87598 2.04903 0.79355 -0.2713
C 7.03117 2.93225 -0.03189 -0.1471
C 3.27591 1.34574 3.00452 -0.1240
C 1.82551 0.70424 3.39506 -0.3230
S 1.67972 -0.46547 4.84854 0.8650
C 3.34596 -0.36506 5.69260 -0.3159
C 4.58292 0.41656 4.96769 -0.0887
C 6.03243 0.39670 5.80548 0.0316
F 7.24715 1.06940 5.26242 -0.0689
C 6.21601 -0.36231 7.26846 0.0625
B 7.69940 -0.38981 8.02414 -0.3828
O 8.73885 0.67309 7.85535 0.0162
O 8.07851 -1.55411 8.89870 0.0161
C 4.93665 -1.11739 8.00108 0.0141
F 5.09112 -1.81346 9.33100 -0.0582
C 3.50209 -1.08750 7.16621 -0.0609
C 2.19051 -1.83637 7.89398 -0.2217
C 1.47131 -0.97464 9.03367 -0.0067
C 0.15192 -1.56956 9.78214 -0.0207
C -0.22143 -3.03746 9.18132 -0.0568
C 0.71081 -3.69010 8.05166 -0.1174
N 1.92277 -3.19109 7.34382 0.0514
N 4.61150 1.10697 3.63905 -0.0229
H -2.53124 -5.84249 1.21687 0.0545
H -1.97625 -1.25122 0.55856 0.1089
H -3.33367 -1.22151 1.97389 0.1252
H -0.10378 -1.77239 2.52060 0.1135
H -1.51557 -1.78903 3.78422 0.1231
H -1.03973 0.44411 4.31965 0.1096
H -1.97163 0.87466 2.73875 0.0872
H -1.78660 1.41387 0.63469 0.1109
H -0.76243 2.32156 -0.66011 0.0964
H -0.85967 4.59806 0.88290 0.1112
H -2.38040 4.03779 -0.09020 0.1188
H -3.45934 2.86591 1.97760 0.1163
H -1.98817 3.54945 3.10428 0.1185
H -3.93848 5.32128 3.24865 0.1092
H -2.52431 6.02750 2.07660 0.1195
H -5.13711 6.07319 1.40442 0.0641
H -4.79948 4.51581 0.77474 0.0716
H 2.63669 4.51577 -0.53593 0.1120
H 0.77589 4.20666 -0.51054 0.1007
H 0.72354 2.56309 -2.23628 0.1246
H 1.53228 0.50625 -0.85240 0.0824
H 3.40373 1.11709 -0.94239 0.0730
H 2.46325 0.53283 -2.49082 0.0915
H 2.22341 2.74681 -4.06048 0.0900
H 3.84267 2.80968 -2.99557 0.0833
H 2.66303 4.37689 -3.21141 0.0818
H 4.53985 3.82199 0.26931 0.0850
H 5.49649 1.13617 0.13383 0.1172
H 6.43217 1.68379 1.77772 0.1007
H 8.04747 2.31754 -0.15029 0.0796
H 7.32866 3.87254 0.64109 0.0694
H 6.64790 3.33856 -1.06036 0.0759
H 9.36007 0.27731 7.16151 0.1116
H 8.02410 -2.38627 8.30766 0.1268
H 1.88521 0.08465 9.33519 0.1101
H -0.41925 -0.97923 10.61572 0.0968
H -1.17015 -3.61214 9.57944 0.0919
H 0.38126 -4.78494 7.69980 0.1091
H 5.11535 0.43477 2.98553 0.1349
C 2.91453 -6.40364 3.39275 -0.0633
C 2.41314 -5.01647 3.03860 -0.2106
O 2.88071 -4.62827 1.73752 0.0073
C 2.17079 -5.11576 0.67051 -0.3244
O 1.19088 -5.84839 0.77850 0.1355
C 2.74417 -4.58761 -0.64337 -0.4713
F 4.10576 -4.65896 -0.69152 0.1379
F 2.42570 -3.27794 -0.85215 0.1390
F 2.29220 -5.26748 -1.73474 0.1404
H 4.00550 -6.45192 3.30751 0.0838
H 2.62755 -6.66963 4.41433 0.0824
H 2.50889 -7.15750 2.71198 0.0763
H 2.81579 -4.28860 3.75108 0.1244
H 1.32058 -4.95328 3.09626 0.1251
C -4.73464 -5.62194 -5.18006 -0.0610
C -3.60315 -4.72791 -4.70941 -0.2061
O -4.08906 -3.74638 -3.78064 0.0210
C -4.24522 -4.16650 -2.48478 -0.3211
O -4.00069 -5.30761 -2.10174 0.1371
C -4.71870 -3.01497 -1.59946 -0.4682
F -5.72834 -2.29376 -2.16676 0.1318
F -3.71872 -2.12539 -1.33685 0.1311
F -5.18620 -3.42996 -0.38834 0.1315
H -5.55259 -5.02207 -5.59348 0.0749
H -4.38393 -6.31826 -5.94743 0.0810
H -5.15260 -6.20144 -4.35194 0.0813
H -3.18986 -4.18025 -5.56311 0.0903
H -2.78318 -5.30829 -4.27146 0.1354
C 11.78127 2.91282 5.57058 -0.0585
C 10.77404 2.31903 4.60416 -0.2129
O 10.72202 3.08958 3.39352 0.0125
C 11.70267 2.83112 2.47066 -0.3235
O 12.59395 2.00192 2.63403 0.1424
C 11.49965 3.68139 1.21774 -0.4692
F 11.21525 4.98453 1.50464 0.1412
F 10.46616 3.22768 0.45203 0.1317
F 12.59351 3.70435 0.40502 0.1418
H 11.56059 3.96970 5.75527 0.0869
H 11.76546 2.37645 6.52389 0.0813
H 12.79563 2.86627 5.16414 0.0774
H 9.77368 2.35744 5.04840 0.1183
H 10.99065 1.26658 4.38866 0.1257
C -5.43141 -5.15552 -11.74198 -0.0642
C -4.48821 -3.99446 -11.49023 -0.2097
O -4.30036 -3.79394 -10.08075 0.0115
C -3.38939 -4.61682 -9.46991 -0.3166
O -2.75526 -5.48982 -10.05676 0.1461
C -3.25364 -4.26389 -7.98971 -0.4601
F -4.45918 -4.07544 -7.37937 0.1278
F -2.54854 -3.11193 -7.79978 0.1527
F -2.61203 -5.22578 -7.26812 0.1292
H -6.37708 -5.00544 -11.21000 0.0844
H -5.63969 -5.26002 -12.81082 0.0837
H -5.00802 -6.09616 -11.37836 0.0771
H -4.92795 -3.07292 -11.88638 0.1272
H -3.52663 -4.13613 -11.99648 0.1266
C -8.85539 -2.19470 -3.22689 -0.0652
C -9.86262 -2.78849 -4.19331 -0.2084
O -9.91464 -2.01794 -5.40396 0.0113
C -8.93399 -2.27640 -6.32682 -0.3217
O -8.04271 -3.10560 -6.16345 0.1391
C -9.13702 -1.42613 -7.57973 -0.4705
F -9.42141 -0.12299 -7.29283 0.1405
F -10.17051 -1.87984 -8.34544 0.1418
F -8.04315 -1.40317 -8.39245 0.1395
H -9.07608 -1.13782 -3.04221 0.0876
H -8.87120 -2.73107 -2.27359 0.0863
H -7.84104 -2.24125 -3.63334 0.0641
H -10.86299 -2.75008 -3.74908 0.1265
H -9.64601 -3.84094 -4.40881 0.1261
C -6.08621 8.52855 -4.71619 -0.0658
C -5.74406 8.67459 -3.24559 -0.2112
O -6.56527 7.80736 -2.44832 0.0081
C -6.16478 6.49817 -2.37231 -0.3233
O -5.17203 6.05263 -2.94202 0.1426
C -7.09531 5.70336 -1.45778 -0.4693
F -8.41416 5.95860 -1.69621 0.1416
F -6.88624 5.98861 -0.14051 0.1239
F -6.94358 4.35475 -1.58352 0.1393
H -7.15613 8.69583 -4.88084 0.0840
H -5.51954 9.24489 -5.31825 0.0833
H -5.86297 7.52040 -5.07686 0.0770
H -5.95487 9.69903 -2.92057 0.1263
H -4.68071 8.48893 -3.05634 0.1272
```

***

C57H71AsBiBrN7O | wB97M-V/def2-TZVPD

## Properties
* maximum force: 1.710 eV Å⁻¹
* charge: +1
* energy relative to the best compared isomer or geometry (same formula, charge and spin): 0.0 kJ/mol
* Kohn-Sham gap: 0.2806 Ha

The geometry in XYZ format:
```
139
Properties=species:S:1:pos:R:3:nbo_charge:R:1
Bi -0.06002 0.12467 -0.97092 1.9290
C -0.51542 3.81508 -0.00386 -0.4109
N -1.70831 3.56585 -0.78343 -0.3979
C -2.90342 4.20368 -0.28109 -0.4299
C -1.65314 2.84512 -1.90965 0.7380
N -0.60057 2.04104 -2.11850 -0.8554
C -0.04947 2.09978 -3.41323 0.0892
C 0.01634 3.34250 -4.04250 -0.2463
C 0.48255 3.46853 -5.33682 -0.2131
C 0.87381 2.33671 -6.02795 -0.2150
C 0.86836 1.10490 -5.39837 -0.2592
C 0.46251 0.96425 -4.06726 0.1986
N 0.37023 -0.24527 -3.41003 -0.7713
C 0.94668 -1.36046 -3.79932 0.7028
N 2.16899 -1.42836 -4.40667 -0.4502
C 3.19324 -0.44529 -4.13851 -0.4165
C 2.43878 -2.30440 -5.52613 -0.4069
N 0.29206 -2.51600 -3.55696 -0.4003
C 0.93909 -3.80594 -3.47469 -0.4157
C -1.07802 -2.50681 -3.10150 -0.3908
N -2.66053 2.89818 -2.81782 -0.4324
C -3.27944 4.12634 -3.26850 -0.4080
C -2.88659 1.78020 -3.70901 -0.4059
H -0.34863 4.89422 0.04579 0.2041
H 0.34501 3.33534 -0.46224 0.2366
H -0.61764 3.43091 1.01120 0.2270
H -2.94440 4.06557 0.80140 0.2452
H -3.78489 3.75042 -0.72558 0.2268
H -2.89663 5.27811 -0.48080 0.2020
H -0.31065 4.21893 -3.50073 0.2103
H 0.51668 4.43975 -5.80421 0.2221
H 1.18992 2.41436 -7.05745 0.2223
H 1.14029 0.22395 -5.95904 0.2116
H 3.00238 0.03279 -3.17850 0.2375
H 3.25283 0.33138 -4.91034 0.2085
H 4.15396 -0.96519 -4.09989 0.1977
H 1.51644 -2.75717 -5.87780 0.2198
H 3.15140 -3.09177 -5.26698 0.1979
H 2.86366 -1.72345 -6.34931 0.2091
H 1.98604 -3.68399 -3.21780 0.2184
H 0.85441 -4.37237 -4.40387 0.1993
H 0.46595 -4.38274 -2.68332 0.2326
H -1.54746 -1.56018 -3.35442 0.2244
H -1.13532 -2.65096 -2.01789 0.2035
H -1.61529 -3.32138 -3.58757 0.2120
H -3.00892 4.95282 -2.62272 0.2168
H -4.36600 4.02033 -3.28951 0.2135
H -2.93812 4.35748 -4.28311 0.2091
H -2.50687 0.86524 -3.26053 0.2204
H -2.41329 1.92082 -4.68541 0.2092
H -3.96210 1.67292 -3.85908 0.2157
C -3.28312 5.37187 3.69679 -0.5916
C -3.77874 3.99863 4.18128 -0.0917
C -5.27419 3.85532 3.87888 -0.6027
C -3.57192 3.90952 5.70020 -0.6025
C -2.95265 2.95046 3.45936 0.0548
C -3.39090 2.31174 2.31410 -0.3361
C -2.52686 1.48380 1.61894 -0.0669
Br -3.22108 0.67328 0.01175 0.0588
C -1.20251 1.23074 1.99741 0.3452
O -0.37496 0.50540 1.27450 -0.9302
C -0.81263 1.77512 3.25636 -0.0713
C -1.67318 2.63419 3.90905 -0.2334
C 0.51147 1.37185 3.89267 -0.0719
C 1.66930 1.89114 3.03432 -0.5971
C 0.56070 -0.15905 3.98087 -0.5947
C 0.67594 1.90779 5.31832 -0.5983
H -3.77357 6.16115 4.25997 0.2130
H -3.50685 5.51352 2.64054 0.1958
H -2.20640 5.46048 3.83659 0.2101
H -5.83809 4.56859 4.47528 0.2172
H -5.61947 2.85252 4.12568 0.2155
H -5.48692 4.06071 2.83195 0.1993
H -4.32095 4.50983 6.21038 0.2149
H -2.59647 4.29248 5.99091 0.2064
H -3.66263 2.88238 6.04644 0.2159
H -4.39472 2.43996 1.94457 0.2298
H -1.34301 3.07388 4.83065 0.2210
H 1.53314 1.59311 2.00053 0.2211
H 2.61123 1.48178 3.38983 0.2024
H 1.72728 2.97673 3.07878 0.2028
H 0.46184 -0.59732 2.99012 0.2086
H -0.24301 -0.53246 4.61400 0.2097
H 1.50469 -0.49340 4.40550 0.2097
H 0.73523 2.99207 5.34167 0.2041
H 1.60093 1.52139 5.73660 0.2160
H -0.13663 1.58078 5.96235 0.2103
C 2.54239 -4.34154 4.71087 -0.2109
C 3.23187 -3.45812 3.89870 -0.2142
C 2.58974 -2.86402 2.82745 -0.1841
C 1.25228 -3.14083 2.57281 -0.3056
C 0.56864 -4.03081 3.38974 -0.2230
C 1.21217 -4.62977 4.45713 -0.1847
As 0.43381 -2.37383 0.94198 0.9405
C -1.44292 -2.73776 1.28494 -0.3466
C -2.33010 -1.97005 2.01595 -0.2023
C -3.67924 -2.28814 2.02782 -0.2094
C -4.14450 -3.37592 1.30785 -0.1819
C -3.25904 -4.18963 0.62408 -0.2308
C -1.90379 -3.88432 0.61398 0.0108
C -0.84631 -4.71094 0.03685 -0.0964
C -0.99972 -5.99436 -0.47918 -0.2050
C 0.11509 -6.72306 -0.85641 -0.1950
C 1.38643 -6.19142 -0.70405 -0.2391
C 1.54509 -4.90796 -0.20717 -0.1556
C 0.43786 -4.15898 0.14316 -0.3086
H 3.04548 -4.81115 5.53986 0.2193
H 4.27049 -3.24185 4.10172 0.2138
H 3.12352 -2.17721 2.17748 0.1903
H -0.46980 -4.25823 3.17395 0.2230
H 0.67795 -5.33058 5.08149 0.2197
H -1.97093 -1.13005 2.59438 0.2278
H -4.36859 -1.67979 2.59531 0.2210
H -5.19850 -3.60921 1.30617 0.2183
H -3.62435 -5.06517 0.10874 0.2135
H -1.97944 -6.44125 -0.57051 0.2170
H -0.00372 -7.72086 -1.25323 0.2201
H 2.25538 -6.77720 -0.96586 0.2165
H 2.53264 -4.48467 -0.07662 0.1963
C 4.56817 1.96551 -0.16824 -0.2051
C 4.09997 0.86469 0.53296 -0.2245
C 2.82515 0.37880 0.29252 -0.2303
C 2.00368 0.96065 -0.66478 -0.5904
C 2.49155 2.05479 -1.36665 -0.1841
C 3.75913 2.56304 -1.11956 -0.2268
H 5.55647 2.35334 0.03335 0.2201
H 4.73443 0.39262 1.27061 0.2147
H 2.44867 -0.45938 0.86785 0.2205
H 1.88582 2.53323 -2.12048 0.2035
H 4.10982 3.42119 -1.67744 0.2176
C 5.23699 -3.60732 -2.28108 -0.5848
C 4.86555 -2.44171 -1.35931 -0.5331
C 3.45063 -2.20856 -1.34773 0.3889
N 2.31668 -2.04205 -1.35720 -0.4006
H 6.31296 -3.76297 -2.26562 0.2319
H 4.93347 -3.40557 -3.30577 0.2083
H 4.75290 -4.52609 -1.95878 0.2197
H 5.36388 -1.52378 -1.68034 0.2612
H 5.18343 -2.66217 -0.33841 0.2591
```

***

The lowest Kohn-Sham gap belongs to which entry?
C57H69BBrF20N3O14S